No. 1
A structure of composition C16H25BrN5O2PRhS2Te. Source: the OMol25 dataset; level of theory: ωB97M-V/def2-TZVPD.

Each line ends with the Mulliken charge.
Positions of all 54 atoms, in Å:
Rh1 -1.44 1.33 0.17  -0.3458
C1 0.14 0.45 3.06  -1.1643
P1 -1.52 0.71 2.37  1.5062
C2 -2.30 1.80 3.60  -1.3239
C3 -2.33 -0.88 2.68  -1.2701
H1 0.05 -0.03 4.05  0.4605
H2 0.65 1.41 3.16  0.2723
H3 0.70 -0.21 2.39  0.1042
H4 -2.29 1.30 4.57  0.3860
H5 -3.33 2.01 3.30  0.3736
H6 -1.77 2.74 3.65  0.3769
H7 -2.33 -1.07 3.76  0.4178
H8 -1.76 -1.67 2.17  0.2785
H9 -3.35 -0.87 2.30  0.3897
Br1 -3.32 -0.05 -0.44  -0.5686
C4 -1.59 -4.88 2.82  -1.1323
C5 -0.38 -4.69 1.94  0.9085
C6 0.42 -5.76 1.56  -0.9058
C7 1.49 -5.43 0.74  -0.0266
N1 1.75 -4.21 0.31  -0.5532
C8 0.90 -3.23 0.70  -0.2963
S1 1.16 -1.62 0.16  -0.3276
N2 -0.15 -3.45 1.53  -0.2437
H10 -1.59 -5.86 3.30  0.3777
H11 -2.50 -4.78 2.23  0.2362
H12 -1.61 -4.10 3.58  0.2401
H13 0.24 -6.77 1.89  0.3401
H14 2.18 -6.21 0.41  0.3816
Te1 -1.83 3.77 0.66  -0.5694
N3 0.58 2.46 -6.55  -0.3316
C9 -0.60 2.86 -6.02  0.1709
S2 -1.70 3.72 -6.88  -0.3918
C10 -0.79 2.47 -4.57  1.2994
C11 0.22 1.87 -3.82  -0.9402
C12 -0.03 1.54 -2.50  -0.6849
N4 -1.21 1.77 -1.92  0.3559
C13 -2.19 2.34 -2.63  -0.4387
C14 -2.02 2.70 -3.95  -0.7854
H15 0.69 2.60 -7.54  0.2287
H16 1.08 1.68 -6.15  0.1877
H17 1.21 1.67 -4.20  0.2437
H18 0.71 1.06 -1.88  0.5228
H19 -3.12 2.48 -2.11  0.4640
H20 -2.83 3.16 -4.50  0.3741
N5 4.81 1.57 0.36  -0.7270
C15 3.55 1.35 -0.36  -0.1366
C16 2.36 1.73 0.51  0.0953
O1 2.64 2.53 1.54  -0.4569
O2 1.26 1.31 0.28  0.2467
H21 5.59 1.63 -0.28  0.2116
H22 4.99 0.78 0.98  0.2145
H23 3.61 2.67 1.51  0.3902
H24 3.37 0.32 -0.69  0.2337
H25 3.52 2.01 -1.23  0.3319

total charge = -1
frontier orbital gap (alpha / beta) = 5.16 / 5.21 eV
energy relative to the best compared isomer or geometry (same formula, charge and spin) = 1.3270 eV

No. 2
A cluster of 8 separate species, C16H25Cl3N6O3 in total at a distorted geometry. Source: the OMol25 dataset; level of theory: ωB97M-V/def2-TZVPD.

Each line ends with the Mulliken charge.
Positions of all 53 atoms, in Å:
C1 0.39 -3.70 2.97  -0.6141
O1 -0.80 -3.64 3.70  -0.2900
C2 -0.87 -3.58 5.06  0.7583
O2 0.06 -3.77 5.84  -0.5755
O3 -2.12 -3.36 5.40  -0.2793
C3 -2.41 -3.13 6.76  -0.6636
H1 1.15 -2.99 3.30  0.2782
H2 0.28 -3.40 1.93  0.2513
H3 0.84 -4.69 3.05  0.2832
H4 -2.08 -2.16 7.12  0.3017
H5 -1.96 -3.85 7.45  0.3035
H6 -3.49 -3.09 6.85  0.2377
Cl1 -1.49 -1.82 -5.56  -0.1126
C4 -1.09 -1.69 -7.28  0.1108
Cl2 -1.90 -2.97 -8.25  -0.1285
Cl3 0.69 -1.56 -7.44  -0.1143
H7 -1.55 -0.77 -7.63  0.2370
C5 5.58 4.03 0.84  -0.7043
C6 6.40 5.22 0.91  0.2830
N1 7.03 6.18 0.86  -0.3416
H8 5.69 3.46 1.76  0.2540
H9 5.73 3.45 -0.07  0.2748
H10 4.57 4.43 0.93  0.2309
C7 0.22 0.87 -1.03  -0.6510
C8 1.44 0.67 -0.22  0.3903
N2 2.34 0.51 0.51  -0.4605
H11 -0.69 0.83 -0.44  0.2631
H12 0.21 0.11 -1.81  0.1743
H13 0.17 1.83 -1.55  0.2864
C9 -2.29 4.23 -7.46  -0.7399
C10 -1.45 3.54 -6.54  0.3249
N3 -0.75 2.93 -5.81  -0.3738
H14 -2.13 3.73 -8.42  0.2462
H15 -2.21 5.32 -7.53  0.2929
H16 -3.32 3.99 -7.21  0.2564
C11 1.37 1.62 4.95  -0.6116
C12 -0.02 1.45 4.40  0.2819
N4 -1.08 1.29 3.91  -0.4156
H17 1.96 2.21 4.25  0.2371
H18 1.72 0.60 5.08  0.2252
H19 1.28 2.18 5.88  0.2880
C13 3.36 -2.79 -3.35  -0.6453
C14 3.97 -1.54 -3.85  0.2858
N5 4.44 -0.53 -4.19  -0.3954
H20 3.76 -2.98 -2.36  0.2650
H21 3.62 -3.62 -4.01  0.2873
H22 2.29 -2.60 -3.40  0.2051
C15 -6.43 -0.06 2.34  -0.7567
C16 -5.56 -0.15 1.24  0.3116
N6 -4.86 -0.19 0.33  -0.3423
H23 -6.50 -1.03 2.84  0.2544
H24 -7.43 0.21 2.02  0.2781
H25 -6.12 0.79 2.95  0.2574

total charge = 0
frontier orbital gap = 11.11 eV
SMILES = COC(=O)OC.ClC(Cl)Cl.CC#N.CC#N.CC#N.CC#N.CC#N.CC#N
energy relative to the best compared isomer or geometry (same formula, charge and spin) = 1.3590 eV

No. 3
A structure of composition C16H25ClIN4O7P at a distorted geometry. Source: the OMol25 dataset; level of theory: ωB97M-V/def2-TZVPD.

Each line ends with the Mulliken charge.
Positions of all 55 atoms, in Å:
C1 0.01 3.38 1.91  -1.2870
C2 -0.22 2.38 0.73  -0.0357
N1 -1.18 1.30 1.01  -0.1298
C3 -0.59 0.03 1.44  0.8909
C4 0.44 0.19 2.60  -0.8879
C5 0.90 -1.14 3.19  -0.6126
O1 1.75 -1.84 2.77  -0.3874
I1 -0.10 -1.77 5.04  -0.1458
O2 -1.64 -0.70 2.07  -0.3343
C6 -2.53 -1.37 1.20  0.5065
C7 -3.71 -0.54 0.70  0.6109
C8 -4.45 -0.86 -0.43  -0.3142
C9 -5.56 -0.14 -0.87  -0.4853
N2 -5.98 0.95 -0.23  -0.6950
C10 -5.26 1.27 0.83  -0.4451
C11 -4.17 0.62 1.38  -0.3968
C12 -1.82 -2.14 0.03  -1.2327
N3 -0.39 -2.11 0.27  -0.0410
Cl1 0.49 -3.44 -1.26  -0.7168
C13 0.00 -0.68 0.16  -1.0526
C14 1.51 -0.49 -0.08  -1.3415
C15 2.00 -0.33 -1.56  0.1622
O3 0.97 -0.22 -2.53  -0.7119
C16 3.06 -1.40 -1.97  -0.9456
N4 4.36 -0.97 -1.37  -0.7223
H1 1.06 3.71 1.92  0.3922
H2 -0.66 4.24 1.85  0.3220
H3 -0.16 2.87 2.87  0.3183
H4 -0.67 3.00 -0.06  0.4662
H5 0.75 2.06 0.34  -0.0749
H6 -1.71 1.62 1.82  0.4088
H7 -0.13 0.68 3.40  0.7317
H8 1.27 0.86 2.36  0.3968
H9 -3.00 -2.16 1.80  0.4478
H10 -4.17 -1.75 -1.00  0.3781
H11 -6.10 -0.48 -1.75  0.3553
H12 -5.58 2.18 1.36  0.3190
H13 -3.67 0.96 2.28  0.4343
H14 -2.08 -1.79 -0.97  0.5599
H15 -2.10 -3.20 0.08  0.2472
H16 -0.15 -2.50 1.18  0.3847
H17 -0.62 -0.30 -0.66  0.8097
H18 1.95 0.35 0.48  0.3847
H19 2.03 -1.37 0.33  0.5923
H20 2.56 0.62 -1.63  0.3192
H21 0.33 -0.94 -2.43  0.3756
H22 3.21 -1.39 -3.05  0.3631
H23 2.85 -2.37 -1.53  0.3220
H24 4.60 -0.03 -1.67  0.2995
H25 4.23 -0.98 -0.37  0.2930
O4 7.08 0.81 -4.24  -0.5680
P1 5.62 1.23 -4.39  0.9515
O5 4.82 0.15 -5.11  -0.4214
O6 5.55 2.51 -5.22  -0.5956
O7 5.02 1.45 -3.00  -0.4623

total charge = -2
frontier orbital gap = 1.94 eV

No. 4
A cluster of 3 separate species, C16H25ClN2O4 in total. Source: the OMol25 dataset; level of theory: ωB97M-V/def2-TZVPD.

Each line ends with the Mulliken charge.
Positions of all 48 atoms, in Å:
Cl1 -7.19 1.82 3.22  -0.1885
C1 -5.77 1.26 2.39  0.4181
C2 -5.31 2.04 1.30  -0.3350
N1 -4.28 1.70 0.60  -0.5239
C3 -3.66 0.54 0.98  0.3550
C4 -2.52 0.09 0.27  -0.7416
C5 -1.87 -1.06 0.65  -0.4953
C6 -2.33 -1.81 1.76  -0.4756
C7 -3.44 -1.39 2.45  -0.4612
C8 -4.12 -0.21 2.08  0.6126
N2 -5.22 0.17 2.80  -0.5653
H1 -5.84 2.94 1.04  0.4385
H2 -2.18 0.65 -0.57  0.6058
H3 -1.01 -1.38 0.08  0.4712
H4 -1.81 -2.71 2.05  0.4179
H5 -3.82 -1.95 3.29  0.4444
C9 2.04 2.48 -3.83  -0.6758
O1 1.64 3.61 -3.07  -0.3726
C10 0.23 3.81 -3.06  -0.5841
C11 -0.40 3.32 -1.78  -0.5153
O2 -0.29 1.91 -1.64  -0.3295
C12 0.75 1.52 -0.76  -0.8664
H6 3.09 2.30 -3.61  0.2439
H7 1.47 1.59 -3.56  0.2678
H8 1.93 2.67 -4.90  0.3254
H9 -0.23 3.31 -3.92  0.3418
H10 0.05 4.88 -3.16  0.3756
H11 -1.46 3.57 -1.79  0.3876
H12 0.06 3.83 -0.92  0.3631
H13 0.46 1.72 0.28  0.3898
H14 1.68 2.03 -0.99  0.4847
H15 0.89 0.44 -0.87  0.1779
C13 4.25 -3.31 -0.62  -0.6745
O3 4.50 -2.78 0.67  -0.3857
C14 3.83 -1.55 0.91  -0.5321
C15 2.58 -1.74 1.75  -0.5701
O4 1.59 -2.49 1.06  -0.1954
C16 1.53 -3.85 1.47  -0.8829
H16 4.63 -4.33 -0.63  0.2507
H17 3.18 -3.33 -0.85  0.2652
H18 4.78 -2.73 -1.38  0.3262
H19 3.57 -1.06 -0.03  0.3025
H20 4.52 -0.90 1.46  0.3809
H21 2.16 -0.76 1.98  0.3914
H22 2.84 -2.22 2.70  0.3867
H23 1.08 -3.93 2.47  0.3056
H24 2.52 -4.31 1.48  0.4021
H25 0.90 -4.38 0.76  0.2382

total charge = 0
frontier orbital gap = 8.89 eV
SMILES = Clc1cnc2ccccc2n1.COCCOC.COCCOC
energy relative to the best compared isomer or geometry (same formula, charge and spin) = 0.0000 eV

No. 5
A cluster of 2 separate species, C16H25N2 in total at a distorted geometry. Source: the OMol25 dataset; level of theory: ωB97M-V/def2-TZVPD.

Each line ends with the Mulliken charge.
Positions of all 43 atoms, in Å:
C1 2.95 -0.33 -1.72  -1.0522
N1 1.63 -0.97 -1.74  0.3241
C2 1.66 -2.42 -2.03  -0.7583
C3 0.41 -3.13 -1.53  -0.5873
C4 -0.84 -2.41 -2.03  -0.7432
N2 -0.80 -0.97 -1.73  0.3608
C5 -2.11 -0.33 -1.68  -1.1193
C6 0.42 -0.25 -1.82  0.6134
C7 0.42 1.08 -2.01  -1.5942
H1 2.92 0.63 -1.21  0.2261
H2 3.66 -0.97 -1.19  0.2969
H3 3.31 -0.18 -2.73  0.3851
H4 1.76 -2.52 -3.11  0.3232
H5 2.58 -2.85 -1.61  0.4259
H6 0.41 -4.19 -1.84  0.3519
H7 0.41 -3.14 -0.44  0.2119
H8 -0.93 -2.52 -3.11  0.3129
H9 -1.75 -2.84 -1.60  0.4210
H10 -2.07 0.62 -1.15  0.3016
H11 -2.49 -0.16 -2.69  0.3632
H12 -2.82 -0.97 -1.16  0.3040
H13 -0.49 1.63 -2.13  0.3445
H14 1.33 1.63 -2.13  0.3906
C8 0.63 3.24 1.18  -1.7021
C9 0.61 1.83 1.65  1.4900
C10 1.95 1.22 1.88  -1.1724
C11 -0.57 1.20 2.06  0.5807
C12 -0.65 -0.21 2.28  -0.1019
C13 -1.80 -0.79 2.74  -0.9705
C14 -2.92 -0.03 3.02  -0.2891
C15 -2.90 1.34 2.79  -0.8435
C16 -1.77 1.95 2.31  -0.1755
H15 -0.31 3.52 0.69  0.4540
H16 0.82 3.93 2.00  0.3990
H17 1.43 3.37 0.45  0.4176
H18 1.92 0.13 1.95  0.3670
H19 2.64 1.48 1.07  0.2888
H20 2.38 1.61 2.80  0.3760
H21 0.18 -0.84 2.02  0.0746
H22 -1.85 -1.86 2.90  0.4293
H23 -3.82 -0.49 3.40  0.4492
H24 -3.78 1.93 3.02  0.4243
H25 -1.76 3.02 2.19  0.4019

total charge = +1
frontier orbital gap = 4.36 eV
energy relative to the best compared isomer or geometry (same formula, charge and spin) = 1.8609 eV

No. 6
An isolated molecule of C16H25N3O3S. Source: the OMol25 dataset; level of theory: ωB97M-V/def2-TZVPD.

Each line ends with the Mulliken charge.
Positions of all 48 atoms, in Å:
C1 5.17 1.76 -0.68  -1.5241
C2 4.04 1.42 0.29  0.9072
C3 3.96 2.45 1.42  -1.5604
C4 2.70 1.37 -0.44  -0.1314
O1 2.63 0.45 -1.52  -0.5047
C5 2.76 -0.92 -1.21  -0.8887
C6 1.57 -1.42 -0.37  0.4765
O2 0.37 -0.86 -0.86  -0.4596
C7 1.48 -2.95 -0.41  -0.9516
C8 0.54 -3.52 0.66  -0.7660
C9 -0.81 -2.87 0.52  0.5362
O3 -1.69 -3.23 -0.24  -0.6944
N1 -1.00 -1.82 1.37  -0.5463
N2 -2.06 -0.95 1.10  0.0284
C10 -1.81 0.38 1.18  0.1895
S1 -0.43 0.96 1.91  -0.5139
N3 -2.74 1.26 0.73  -0.0686
C11 -3.99 1.04 0.16  0.4719
C12 -4.46 1.98 -0.76  -0.5346
C13 -5.70 1.82 -1.34  -0.5547
C14 -6.50 0.73 -1.02  -0.4640
C15 -6.04 -0.18 -0.08  -0.7093
C16 -4.80 -0.04 0.51  -0.1519
H1 5.17 1.07 -1.51  0.3167
H2 6.14 1.72 -0.18  0.4454
H3 5.03 2.77 -1.08  0.3367
H4 4.24 0.44 0.74  0.1214
H5 4.89 2.47 1.98  0.4071
H6 3.15 2.20 2.10  0.3557
H7 3.78 3.44 1.02  0.3519
H8 1.90 1.18 0.29  -0.1809
H9 2.51 2.34 -0.91  0.4158
H10 3.70 -1.14 -0.70  0.3854
H11 2.75 -1.41 -2.18  0.4146
H12 1.72 -1.09 0.67  0.1315
H13 0.63 -0.12 -1.43  0.4103
H14 2.48 -3.37 -0.27  0.3957
H15 1.11 -3.24 -1.39  0.3899
H16 0.44 -4.59 0.51  0.3789
H17 0.95 -3.33 1.66  0.4027
H18 -0.22 -1.32 1.79  0.2342
H19 -2.62 -1.31 0.33  0.4497
H20 -2.42 2.22 0.74  0.2362
H21 -3.85 2.83 -1.01  0.3410
H22 -6.05 2.55 -2.06  0.3645
H23 -7.47 0.61 -1.48  0.3877
H24 -6.66 -1.02 0.19  0.3639
H25 -4.49 -0.74 1.27  0.5584

total charge = 0
frontier orbital gap = 9.09 eV
SMILES = CC(C)COC[C@@H](O)CCC(=O)NNC(=S)Nc1ccccc1
energy relative to the best compared isomer or geometry (same formula, charge and spin) = 2.2860 eV

No. 7
A structure of composition C16H25N5O5Tl at a distorted geometry. Source: the OMol25 dataset; level of theory: ωB97M-V/def2-TZVPD.

Each line ends with the Mulliken charge.
Positions of all 52 atoms, in Å:
O1 1.80 3.08 -2.69  -0.5631
H1 2.04 3.59 -3.49  0.3103
Tl1 -0.28 2.00 -0.90  0.8569
N1 1.56 0.01 0.96  0.0197
N2 2.38 2.25 0.02  0.0179
O2 1.21 -1.22 1.50  -0.4340
O3 3.00 3.40 -0.44  -0.5055
C1 2.46 0.63 1.73  0.5381
C2 2.90 1.90 1.20  0.4103
C3 2.98 0.12 3.03  -1.5314
C4 3.88 2.81 1.84  -1.4652
H2 2.90 -0.97 3.09  0.3571
H3 2.41 0.56 3.86  0.3002
H4 4.04 0.40 3.17  0.4543
H5 3.50 3.84 1.84  0.3845
H6 4.83 2.81 1.31  0.3112
H7 4.07 2.51 2.87  0.4044
H8 0.97 -1.81 0.70  0.3568
H9 2.61 3.45 -1.37  0.4194
O4 -1.05 1.26 1.56  -0.5045
H10 -0.39 0.59 1.81  0.2575
H11 -1.24 1.78 2.36  0.2365
C5 1.78 1.65 -3.04  -0.6411
H12 0.82 1.40 -3.51  0.2134
H13 1.93 1.06 -2.13  0.3288
H14 2.60 1.43 -3.75  0.3923
O5 0.61 -2.90 -0.40  -0.7076
H15 1.35 -2.91 -1.02  0.3206
H16 -0.12 -2.42 -0.85  0.5437
C6 -3.24 -2.24 3.76  -0.3601
C7 -2.20 -3.02 3.23  -0.8403
C8 -1.70 -2.75 1.96  0.1057
C9 -2.26 -1.71 1.20  -0.2590
C10 -3.29 -0.91 1.73  0.1045
C11 -3.77 -1.17 3.01  -0.7750
N3 -1.75 -1.46 -0.06  0.3924
N4 -2.40 -0.56 -0.72  -0.4531
C12 -2.15 -0.63 -2.10  0.4473
C13 -3.20 -0.33 -2.98  -0.8784
C14 -2.95 -0.41 -4.34  -0.3193
C15 -1.64 -0.72 -4.76  -0.5788
C16 -0.65 -0.92 -3.80  -0.5702
N5 -0.89 -0.93 -2.47  0.0100
H17 -3.64 -2.46 4.75  0.3946
H18 -1.80 -3.86 3.80  0.3915
H19 -0.90 -3.33 1.50  0.5006
H20 -3.66 -0.10 1.10  0.4402
H21 -4.57 -0.55 3.41  0.3809
H22 -4.15 -0.06 -2.52  0.4615
H23 -3.75 -0.26 -5.07  0.4283
H24 -1.38 -0.80 -5.82  0.4023
H25 0.39 -1.11 -4.08  0.4929

total charge = +1
frontier orbital gap = 7.51 eV
energy relative to the best compared isomer or geometry (same formula, charge and spin) = 0.0000 eV

No. 8
The ion C16H25N6O2 with charge +1 at a distorted geometry. Source: the OMol25 dataset; level of theory: ωB97M-V/def2-TZVPD.

Each line ends with the Mulliken charge.
Positions of all 49 atoms, in Å:
C1 4.04 -0.31 -3.73  -1.4471
C2 3.08 0.61 -4.48  0.6810
C3 3.67 2.02 -4.59  -1.5946
C4 1.71 0.70 -3.79  -0.5860
C5 0.95 -0.63 -3.83  -0.8186
N1 -0.37 -0.47 -3.29  0.7492
N2 -1.44 -0.20 -4.04  -0.2909
N3 -2.44 -0.07 -3.30  -0.7726
N4 -2.11 -0.24 -2.03  -0.0848
C6 -0.82 -0.49 -2.01  0.2858
C7 -0.12 -0.78 -0.73  -0.7890
N5 -1.10 -0.42 0.34  0.1811
C8 -0.94 0.99 0.79  -0.5304
C9 -2.07 1.33 1.76  -1.2292
N6 -2.08 0.42 2.88  0.1541
C10 -1.25 0.77 3.96  0.5892
O1 -0.52 1.73 3.88  -0.6039
C11 -1.42 -0.03 5.16  0.1040
C12 -2.49 -0.73 5.67  -0.3065
C13 -2.10 -1.17 6.95  -0.6135
C14 -0.83 -0.71 7.13  -0.3907
O2 -0.42 -0.02 6.07  -0.3203
C15 -2.24 -0.95 2.46  -0.8435
C16 -1.12 -1.34 1.49  -0.7730
H1 5.01 -0.29 -4.21  0.4290
H2 4.16 0.02 -2.70  0.2994
H3 3.69 -1.34 -3.73  0.3695
H4 2.93 0.22 -5.49  0.2865
H5 4.63 1.98 -5.10  0.4312
H6 3.01 2.68 -5.14  0.4087
H7 3.84 2.44 -3.60  0.3545
H8 1.11 1.45 -4.30  0.3736
H9 1.85 1.02 -2.75  0.2793
H10 1.47 -1.40 -3.26  0.2968
H11 0.83 -0.95 -4.87  0.2782
H12 0.13 -1.84 -0.66  0.4408
H13 0.80 -0.20 -0.61  0.3443
H14 -2.02 -0.45 -0.17  0.5114
H15 -0.96 1.65 -0.08  0.4288
H16 0.02 1.09 1.31  0.5259
H17 -1.92 2.34 2.14  0.5061
H18 -3.04 1.28 1.25  0.3864
H19 -3.44 -0.88 5.21  0.5953
H20 -2.69 -1.74 7.64  0.4555
H21 -0.14 -0.81 7.95  0.4896
H22 -2.21 -1.61 3.33  0.6179
H23 -3.21 -1.06 1.97  0.2754
H24 -1.27 -2.36 1.14  0.4798
H25 -0.15 -1.28 2.00  0.3862

total charge = +1
frontier orbital gap = 9.20 eV
SMILES = CC(C)CCn1nnnc1C[NH+]1CCN(C(=O)c2ccco2)CC1